Computed, not measured: a molecular structure, C8H10F3NZr in a non-equilibrium geometry, with ωB97M-V/def2-TZVPD.

Values from the calculation:
strongest force on any atom	0.1400	hartree/bohr
HOMO-LUMO gap	5.97	eV
E	-712.097503	a.u.
HOMO level	-6.98	eV
energy relative to the best compared isomer or geometry (same formula, charge and spin)	8.64	kcal/mol

The geometry in ORCA input format:
```
! RIJCOSX wB97M-V def2-TZVPD def2/J DEFGRID3
* xyz 0 1
C -0.76 0.81 -2.26
C 0.60 0.64 -1.81
C 0.74 1.27 -0.51
C -0.53 1.85 -0.17
C -1.43 1.61 -1.27
Zr -0.89 -0.49 -0.20
N -2.84 0.08 0.34
C 0.81 -2.17 -0.78
C 2.03 -1.68 -0.42
H 1.67 1.36 0.04
H 1.42 0.19 -2.38
H -0.71 2.47 0.70
H -2.44 2.00 -1.37
H -1.16 0.45 -3.22
H 2.63 -1.16 -1.15
H 0.40 -3.00 -0.19
H -3.72 0.38 0.74
H 2.53 -1.93 0.53
H 0.42 -2.09 -1.81
F -0.12 -1.15 2.77
C -0.19 0.03 2.06
F -1.12 0.81 2.72
F 1.02 0.67 2.28
*
```

Löwdin atomic charge list, values in e, 8 entries: number 1, C, carries -0.189; number 2, C, carries -0.238; number 3, C, carries -0.220; number 4, C, carries -0.206; number 5, C, carries -0.205; number 6, Zr, carries 1.356; number 7, N, carries -0.269; number 8, C, carries -0.213